C11H23HgN3O6 | wB97M-V/def2-TZVPD

Structure (ORCA input):
```
! wB97M-V def2-TZVPD RIJCOSX def2/J DEFGRID3
* xyz 0 1
O 4.2041 2.2340 -1.8282
H 4.5446 2.6960 -2.6114
Hg 0.5688 0.5453 -0.2359
N -1.6709 -0.4777 -0.8849
N 0.6357 -0.5040 -2.0673
O -3.0034 -0.4998 -0.3651
O 1.9127 -0.5541 -2.6726
C -1.6639 -0.9259 -2.1230
C -0.3724 -0.9990 -2.7252
C -2.8852 -1.3466 -2.8470
C -0.1116 -1.5398 -4.0736
H -3.7962 -0.9113 -2.4600
H -3.0300 -2.4230 -2.8463
H -2.8302 -1.0892 -3.8992
H 0.9256 -1.8298 -4.1260
H -0.2595 -0.7874 -4.8443
H -0.7337 -2.3941 -4.3227
H -2.9554 -0.2735 0.5824
H 2.4766 -0.0534 -2.0514
O 0.2353 -2.5988 0.6410
H -0.5772 -2.2332 0.2484
H 0.9084 -2.3079 0.0027
C 2.9382 2.8502 -1.4726
H 2.7804 2.5753 -0.4056
H 2.1295 2.3253 -2.0470
H 2.8676 3.9496 -1.6039
O -1.0692 2.4264 -0.1087
H -1.6359 1.7639 -0.5622
H -1.1379 2.1021 0.8114
O -0.7241 0.1598 2.0208
C 0.2890 0.5187 3.0148
C 1.7199 0.5405 2.5406
C 2.7285 0.8772 3.4367
C 4.0736 0.8845 3.0015
C 4.4272 0.5854 1.6563
C 3.3475 0.2977 0.8246
N 2.0571 0.2891 1.2842
H -1.5838 0.4153 2.4277
H 0.0126 1.5102 3.3991
H 0.2509 -0.1334 3.8896
H 2.3915 1.0908 4.4564
H 4.8721 1.1105 3.7016
H 5.4556 0.5802 1.2422
H 3.4534 0.0851 -0.2521
*
```

## Properties
HOMO-LUMO gap (alpha / beta) = 5.40 / 4.57 eV

Here are the natural (NBO) charges for atoms 1 to 5, given in e: -0.74, 0.47, 1.14, -0.39, -0.44

C11H23N3O6Sr | wB97M-V/def2-TZVPD

Structure (ORCA input):
```
! wB97M-V def2-TZVPD RIJCOSX def2/J DEFGRID3
* xyz 0 1
O 2.8355 1.0898 -1.4403
H 3.6568 1.4711 -1.7323
Sr 0.9370 0.0619 -0.1444
N -1.6470 -0.1683 -1.3572
N 0.6123 -0.5245 -2.5776
O -2.9853 0.1563 -0.8965
O 1.7766 -0.5175 -3.3554
C -1.7168 -0.7905 -2.5326
C -0.4520 -1.0042 -3.2117
C -2.9833 -1.2647 -3.1797
C -0.3699 -1.6926 -4.5302
H -3.8701 -0.7357 -2.8019
H -3.1160 -2.3483 -2.9946
H -2.9214 -1.1332 -4.2738
H 0.6784 -1.9196 -4.7724
H -0.7814 -1.0691 -5.3471
H -0.9480 -2.6348 -4.5372
H -2.8832 0.2691 0.0721
H 2.3775 0.0820 -2.8371
O 0.4350 -2.1982 0.5742
H -0.3114 -2.4984 1.1193
H 0.9676 -2.9767 0.3503
C 1.7372 2.2341 -1.2678
H 1.6288 2.4192 -0.1944
H 0.8256 1.8929 -1.7589
H 2.1229 3.1568 -1.7578
O -2.6029 2.4496 0.5871
H -2.8131 2.0348 -0.2718
H -2.4977 3.4012 0.4450
O 2.7180 0.4428 1.5281
C 2.6405 0.5058 2.9862
C 1.2381 0.2375 3.4773
C 0.9923 0.1052 4.8502
C -0.3078 -0.0972 5.2818
C -1.3335 -0.1350 4.3364
C -1.0033 0.0340 2.9878
N 0.2717 0.1815 2.5525
H 3.6510 0.3953 1.2581
H 2.9512 1.5125 3.3054
H 3.3548 -0.2300 3.3793
H 1.8395 0.1968 5.5204
H -0.5357 -0.2144 6.3293
H -2.3834 -0.2797 4.6117
H -1.7848 0.1026 2.2202
*
```

## Properties
HOMO-LUMO gap (alpha / beta) = 4.47 / 2.65 eV

Here are the natural (NBO) charges for atoms 1 to 5, given in e: -0.82, 0.51, 1.72, -0.38, -0.44

C11H23NO22S5 | wB97M-V/def2-TZVPD

Structure (ORCA input):
```
! wB97M-V def2-TZVPD RIJCOSX def2/J DEFGRID3
* xyz 0 1
C 4.0371 4.0641 -3.9912
N 3.5171 2.7220 -4.3609
O 2.3133 2.5686 -4.3173
O 4.3018 1.8403 -4.6262
H 3.9975 4.7055 -4.8628
H 5.0639 3.9063 -3.6677
H 3.4928 4.4071 -3.1189
C 3.2147 -2.3549 2.0214
C 2.4063 -3.3779 1.2156
O 2.6530 -4.6271 1.8781
S 3.7004 -4.5064 3.0893
O 5.0324 -4.7411 2.6366
O 3.2117 -5.2384 4.2013
O 3.4690 -2.9347 3.2921
H 2.6705 -1.4310 2.2015
H 4.1429 -2.0771 1.5180
H 2.8925 -3.4042 0.2395
H 1.3372 -3.2053 1.2167
C -1.5472 3.8931 3.1359
C -0.7121 2.6862 3.5272
O -1.6063 1.8338 4.2064
S -2.5379 2.7359 5.1605
O -2.0405 2.8061 6.4875
O -3.8999 2.3575 4.9776
O -2.2676 4.1260 4.3763
H -2.2923 3.9393 2.3452
H -0.8726 4.7442 3.0330
H 0.0957 3.0390 4.1767
H -0.1757 2.2434 2.6880
C -4.1338 1.3683 -0.6786
C -2.8023 1.5661 -1.4022
O -2.8349 2.8743 -1.9706
S -3.7116 3.8558 -1.0270
O -4.6256 4.5786 -1.8353
O -2.8526 4.5799 -0.1563
O -4.5007 2.6755 -0.2552
H -3.9606 0.6885 0.1505
H -4.9078 1.0349 -1.3726
H -2.5140 0.8862 -2.1967
H -2.0361 1.5546 -0.6163
C 2.2029 -0.6822 -1.9357
C 0.8128 -0.3074 -2.4521
O -0.0704 -0.4814 -1.3587
S 0.7030 0.0224 -0.0013
O 0.4770 -0.9136 1.0437
O 0.5206 1.4161 0.2164
O 2.1763 -0.2055 -0.5855
H 2.9692 -0.1348 -2.4729
H 2.2826 -1.7666 -1.9568
H 0.5338 -1.0142 -3.2394
H 0.7211 0.6597 -2.9516
C -0.7707 -4.5771 -1.2510
C -1.7270 -3.8781 -2.2201
O -2.5767 -3.0623 -1.4270
S -2.3722 -3.2996 0.1608
O -3.1628 -4.3740 0.6460
O -2.3744 -2.0234 0.7782
O -0.8746 -3.8273 -0.0406
H 0.2833 -4.6100 -1.5160
H -1.0237 -5.6204 -1.0404
H -2.3199 -4.5037 -2.8805
H -1.1281 -3.1999 -2.8348
*
```

## Properties
HOMO-LUMO gap = 10.26 eV
SMILES = C[N+](=O)[O-].O=S1(=O)OCCO1.O=S1(=O)OCCO1.O=S1(=O)OCCO1.O=S1(=O)OCCO1.O=S1(=O)OCCO1

Here are the natural (NBO) charges for atoms 1 to 5, given in e: -0.49, 0.54, -0.39, -0.37, 0.24

C11H24ClNO3Y | wB97M-V/def2-TZVPD

Structure (ORCA input):
```
! wB97M-V def2-TZVPD RIJCOSX def2/J DEFGRID3
* xyz 1 1
Y 1.9167 1.6348 2.3929
C -0.6069 4.2067 -0.1060
C -1.5157 2.9971 -0.1978
C -2.1119 2.9593 -1.6074
C -2.9310 1.7174 -1.9207
C -2.0256 0.4845 -1.6991
C -1.3071 0.4185 -0.3349
N -0.7831 1.7459 -0.0127
O -0.0829 1.7339 1.1376
C -0.1833 -0.6043 -0.5094
C -2.2924 -0.1177 0.7112
C -2.6810 3.1967 0.8127
H -0.0386 4.2377 0.8275
H -1.2026 5.1164 -0.1453
H 0.1150 4.2494 -0.9247
H -1.2773 2.9981 -2.3177
H -2.6952 3.8664 -1.7877
H -3.2417 1.7300 -2.9662
H -3.8666 1.7210 -1.3581
H -1.3457 0.3526 -2.5360
H -2.7733 -0.3144 -1.7040
H 0.4820 -0.2707 -1.3067
H -0.6073 -1.5591 -0.8234
H 0.3413 -0.8272 0.4179
H -1.8938 -0.2403 1.7177
H -2.7554 -1.0650 0.4252
H -3.1730 0.5282 0.7769
H -2.2934 3.1546 1.8331
H -3.4524 2.4377 0.7288
H -3.1222 4.1750 0.6340
Cl 2.9092 -0.6209 1.4249
C 5.2415 -5.4240 0.7629
C 4.0234 -4.6139 1.1800
O 3.7673 -3.6024 0.2131
O 4.8897 -6.5311 -0.0579
H 5.7934 -5.7349 1.6574
H 5.9240 -4.8230 0.1661
H 4.1399 -4.1379 2.1647
H 3.1319 -5.2470 1.2948
H 3.3029 -2.8506 0.5843
H 4.2815 -7.0773 0.4518
*
```

## Properties
HOMO-LUMO gap = 4.38 eV

Here are the Löwdin charges for atoms 1 to 5, given in e: 1.57, -0.04, -0.51, -0.15, -0.16

The following energy above the lowest of the compared OMol25 structures with the same formula, charge and spin values (in kJ/mol) correspond, in order, to the records above: 283.1; 4.2; 89.2; 0.0.